Entry 1:
The following is a quantum chemistry calculation of a 5-piece molecular cluster, C30H52O13S4 overall, from the Open Molecules 2025 dataset.

Positions of all 99 atoms, in Å:
C1 4.374664 0.262769 2.916574
C2 4.581160 -0.153664 1.458431
O1 4.204042 0.898534 0.568441
C3 3.054288 0.664212 -0.208621
C4 2.199131 1.918885 -0.296672
O2 3.038613 3.040588 -0.519925
C5 2.392608 4.246586 -0.749152
O3 1.193336 4.366827 0.005846
C6 1.335317 4.778517 1.294979
O4 2.070763 5.650204 1.644312
O5 0.528448 4.070741 2.112717
C7 -0.809285 4.609182 2.274907
C8 -1.837811 3.597372 1.863534
C9 -2.655819 2.999121 2.813215
C10 -3.613268 2.060105 2.434617
C11 -3.763579 1.701996 1.097572
C12 -4.803129 0.700105 0.672482
C13 -2.925530 2.293139 0.146749
C14 -1.977457 3.233003 0.522266
H1 4.281695 1.346888 2.975042
H2 5.230537 -0.031767 3.525778
H3 3.482902 -0.178713 3.363655
H4 4.024285 -1.065058 1.228764
H5 5.639188 -0.350100 1.293040
H6 2.436259 -0.111896 0.253368
H7 3.352596 0.349720 -1.216675
H8 1.640423 2.032437 0.636080
H9 1.480838 1.809209 -1.118521
H10 2.094337 4.351811 -1.796986
H11 3.079590 5.049140 -0.481039
H12 -0.906379 5.516267 1.672699
H13 -0.936901 4.885375 3.320426
H14 -2.533862 3.261322 3.858851
H15 -4.232708 1.585888 3.187184
H16 -5.268155 0.232834 1.539491
H17 -5.589743 1.214780 0.115813
H18 -4.376352 -0.045555 0.003292
H19 -3.030580 2.021532 -0.897511
H20 -1.325737 3.674346 -0.223095
O6 -5.127449 1.752370 -2.380957
S1 -5.807885 2.619557 -3.310415
O7 -6.340139 2.100544 -4.542878
C15 -7.073222 3.516610 -2.416759
C16 -6.355246 4.760111 -1.902301
C17 -5.488056 5.257652 -3.067342
C18 -4.752034 4.040272 -3.639788
H21 -7.468463 2.874294 -1.633317
H22 -7.858413 3.766966 -3.129535
H23 -7.063948 5.517711 -1.571999
H24 -5.721927 4.497662 -1.051580
H25 -6.125357 5.699609 -3.835509
H26 -4.782514 6.022272 -2.746470
H27 -4.590310 4.102261 -4.712731
H28 -3.806410 3.860736 -3.131522
O8 7.253984 -2.011810 1.412620
S2 7.758504 -2.628490 0.211019
O9 6.893975 -3.437839 -0.608582
C19 8.547299 -1.367657 -0.785373
C20 9.991951 -1.356215 -0.297162
C21 10.395066 -2.829538 -0.139570
C22 9.260051 -3.536592 0.611695
H29 8.018293 -0.428020 -0.642537
H30 8.475320 -1.685225 -1.825170
H31 10.641365 -0.830385 -0.995041
H32 10.053039 -0.847619 0.667056
H33 10.522683 -3.280410 -1.125391
H34 11.338423 -2.934990 0.393583
H35 9.123765 -4.570483 0.305922
H36 9.387348 -3.483436 1.690986
O10 -4.736043 -1.257629 3.609805
S3 -4.426702 -2.648552 3.833922
O11 -4.661362 -3.251689 5.120878
C23 -5.195091 -3.617993 2.541247
C24 -4.154856 -3.642010 1.424740
C25 -2.806383 -3.883178 2.112456
C26 -2.728038 -2.934489 3.314870
H37 -6.135351 -3.148072 2.262556
H38 -5.378574 -4.612548 2.947096
H39 -4.370527 -4.410045 0.687103
H40 -4.142432 -2.679885 0.908480
H41 -2.750243 -4.919400 2.452483
H42 -1.978112 -3.716948 1.426724
H43 -2.179527 -3.349308 4.156653
H44 -2.312904 -1.965528 3.043248
O12 -2.582585 -4.373414 -1.141643
S4 -1.788295 -4.900183 -2.225620
O13 -2.236514 -6.052776 -2.961001
C27 -1.401115 -3.560876 -3.348080
C28 -0.102245 -2.978133 -2.800656
C29 0.773771 -4.181359 -2.423147
C30 -0.107341 -5.158072 -1.634333
H45 -2.234636 -2.862606 -3.360291
H46 -1.262553 -3.998288 -4.336278
H47 0.383735 -2.336905 -3.534019
H48 -0.310931 -2.375505 -1.913987
H49 1.140322 -4.665051 -3.330246
H50 1.641734 -3.881529 -1.838304
H51 0.154266 -6.199758 -1.799907
H52 -0.104607 -4.941504 -0.567734

Atomic forces in eV per Å
C 0.0 -0.1 0.1
C 0.2 0.3 0.2
O -0.2 -0.1 0.1
C 0.2 0.3 -0.1
C 0.0 -0.2 0.1
O 0.1 0.1 0.3
C 0.1 0.3 -0.4
O 0.0 -0.2 0.3
C 0.0 0.1 0.0
O 0.0 -0.2 0.0
O 0.0 0.2 -0.2
C -0.2 0.0 -0.1
C 0.0 -0.1 0.0
C 0.0 0.0 -0.2
C 0.1 0.1 -0.1
C 0.1 -0.1 0.1
C -0.2 0.4 0.1
C 0.1 0.2 0.1
C -0.1 -0.1 0.1
H 0.0 0.0 0.0
H 0.0 -0.1 0.0
H 0.0 0.0 -0.1
H 0.1 -0.1 -0.1
H -0.1 0.0 -0.1
H -0.1 -0.1 -0.2
H 0.0 -0.1 0.0
H 0.0 0.1 0.0
H -0.1 0.0 0.0
H -0.2 -0.1 0.1
H 0.0 -0.1 0.0
H 0.1 0.0 0.0
H 0.1 0.0 0.0
H 0.0 0.0 0.0
H 0.0 0.0 0.0
H 0.1 -0.2 0.0
H 0.0 -0.1 -0.1
H -0.1 -0.1 0.0
H 0.0 0.0 0.0
H 0.0 0.0 0.0
O 0.0 -0.1 -0.1
S -0.1 0.1 0.0
O 0.0 -0.1 0.0
C -0.1 0.2 0.1
C 0.1 0.0 0.0
C 0.0 0.0 0.0
C 0.0 0.2 0.0
H 0.0 -0.1 0.0
H 0.0 0.0 0.0
H 0.0 0.0 0.0
H 0.0 0.0 0.0
H 0.0 0.0 0.0
H 0.0 0.0 0.0
H 0.0 -0.1 0.0
H 0.0 -0.1 0.0
O 0.0 -0.1 0.0
S 0.0 0.0 -0.1
O -0.1 0.0 0.0
C 0.2 0.1 0.0
C 0.0 -0.1 0.0
C 0.0 0.0 0.0
C 0.2 0.0 0.0
H -0.1 0.0 0.0
H 0.0 0.0 0.0
H 0.0 0.0 0.0
H 0.0 0.0 0.0
H 0.0 0.0 0.0
H 0.0 0.0 0.0
H -0.1 0.0 0.0
H -0.1 0.0 0.0
O -0.1 0.1 0.1
S 0.1 -0.1 -0.1
O -0.1 0.1 0.0
C 0.0 -0.1 -0.2
C 0.0 0.0 0.1
C 0.0 0.0 0.0
C 0.2 -0.1 -0.1
H 0.0 0.0 0.1
H 0.0 0.0 0.0
H 0.0 0.0 0.0
H 0.0 0.0 0.0
H 0.0 0.0 0.0
H 0.0 0.0 0.0
H 0.0 0.0 0.1
H -0.1 0.0 0.0
O 0.0 0.0 0.0
S 0.1 0.0 -0.1
O -0.1 0.0 0.1
C 0.1 0.2 0.0
C 0.0 -0.1 0.1
C 0.0 0.0 0.0
C 0.2 0.0 0.0
H -0.1 -0.1 0.0
H 0.0 0.0 0.0
H 0.0 0.0 0.0
H 0.0 0.0 0.0
H 0.0 0.0 0.0
H 0.0 0.0 0.0
H -0.1 0.0 0.0
H -0.1 0.0 0.0

Summary:
Calculated total energy, eV: -101909.61840
Energy relative to the best compared isomer or geometry (same formula, charge and spin), eV: 0.0000
Highest occupied orbital energy, eV: -8.82
Frontier orbital gap, eV: 9.031
SMILES string: CCOCCOCOC(=O)OCc1ccc(C)cc1.O=S1(=O)CCCC1.O=S1(=O)CCCC1.O=S1(=O)CCCC1.O=S1(=O)CCCC1
Molecular weight, Da: 749.00

Entry 2:
The following is a quantum chemistry calculation of one molecule with the formula C3H6N2O2 at a distorted geometry, from the Open Molecules 2025 dataset.

Positions of all 13 atoms, in Å:
O1 0.206989 -1.040884 1.387231
C1 0.212293 -0.274222 0.306397
N1 1.479614 -0.418571 -0.198428
O2 1.931240 -0.286792 -1.583993
N2 -0.675179 0.456018 -0.323018
C2 -1.313158 1.364042 0.648847
C3 -2.052792 0.256376 -0.080554
H1 1.858595 -1.375978 0.259429
H2 1.255678 0.337219 -1.641439
H3 -1.368830 2.424334 0.407108
H4 -1.007453 1.163437 1.671205
H5 -2.227901 0.385346 -1.277173
H6 -2.325021 -0.652254 0.556945

Atomic forces in eV per Å
O -2.3 3.4 -3.0
C 4.8 -6.9 4.6
N 2.8 -3.8 1.2
O -0.2 -1.1 2.3
N 1.9 2.3 -0.2
C -1.1 0.3 -0.7
C -1.1 -0.6 -1.8
H -0.8 3.3 -1.5
H -1.7 2.6 -2.5
H -0.1 -0.4 -0.4
H -0.4 -0.2 -0.1
H -2.0 -0.2 3.4
H 0.1 1.3 -1.3

Summary:
Calculated total energy, eV: -10277.96144
Energy relative to the best compared isomer or geometry (same formula, charge and spin), eV: 6.8360
Highest occupied orbital energy, eV: -9.19
Frontier orbital gap, eV: 10.107
SMILES string: O=C(NO)N1CC1
Molecular weight, Da: 102.09